The following is a DFT calculation (ωB97M-V/def2-TZVPD) of a structure of composition FLi2 at a distorted geometry.

```
! wB97M-V def2-TZVPD RIJCOSX def2/J DEFGRID3
* xyz 1 1
Li 11.902 4.343 -4.787
Li 9.638 6.014 -7.742
F 9.484 5.247 -5.696
*
```

Values from the calculation:
* LUMO: -4.94 eV
* F_max: 2.23 eV/A
* calculated total energy: -114.73212 Ha
* E_HOMO: -14.31 eV
* gap between HOMO and LUMO: 9.38 eV

What are the Löwdin partial charges on each atom? They are as follows, in elementary charge units: number 1, Li, carries 0.93; number 2, Li, carries 0.89; number 3, F, carries -0.81